The following is a DFT calculation (ωB97M-V/def2-TZVPD) of C26H28AsClInN6O4S as an isolated structure.

The geometry in ORCA input format:
```
! RIJCOSX wB97M-V def2-TZVPD def2/J DEFGRID3
* xyz 1 1
In 0.00107 0.16348 0.04400
C -0.98878 4.07653 3.77416
C -0.98121 4.10164 2.38651
C -1.18398 2.93696 1.65983
C -1.38490 1.71918 2.31205
C -1.39473 1.70050 3.70921
C -1.20621 2.87101 4.42779
N -1.45223 0.53804 1.54539
C -2.24896 -0.50572 1.87573
C -3.41274 -0.38315 2.67482
C -4.19921 -1.47247 2.92964
C -3.89384 -2.75912 2.42969
C -2.78367 -2.92336 1.66004
C -1.95098 -1.81496 1.38669
N -0.81544 -1.89774 0.64017
N -0.39272 -2.97917 0.16833
C 0.78842 -2.80878 -0.59386
C 1.39231 -3.95777 -1.08764
C 2.55139 -3.83215 -1.82819
C 3.08037 -2.56644 -2.05537
C 2.41480 -1.47568 -1.53452
N 1.28966 -1.58999 -0.82272
H -0.84184 4.98652 4.33970
H -0.83814 5.03849 1.86268
H -1.23484 2.96749 0.57847
H -1.54566 0.76493 4.23431
H -1.22011 2.83752 5.50983
H -3.69773 0.59123 3.04503
H -5.09829 -1.33742 3.51766
H -4.54650 -3.59267 2.64505
H -2.51664 -3.88331 1.24072
H 0.93561 -4.91429 -0.87844
H 3.04130 -4.71003 -2.22725
H 3.98424 -2.42555 -2.62976
H 2.78574 -0.46878 -1.68896
C 3.70059 -0.31645 1.67479
As 1.91492 0.34673 2.03653
C 1.27701 -0.89865 3.37531
C 2.28148 1.97117 3.02942
H 4.27687 -0.34673 2.59837
H 4.19674 0.34334 0.96406
H 3.64220 -1.31840 1.25228
H 1.92587 -0.87770 4.24940
H 1.27170 -1.90153 2.94933
H 0.26146 -0.63060 3.66247
H 2.69195 1.70963 4.00318
H 1.36929 2.55160 3.16130
H 3.01667 2.55685 2.47815
O -1.85203 1.95171 -1.46114
Cl -2.23224 0.74198 -2.15426
O -2.05721 0.88316 -3.55793
O -3.52723 0.30667 -1.78929
O -1.23719 -0.31679 -1.69952
N 1.82548 5.18778 -4.68855
C 2.61146 4.79107 -3.68109
S 4.11210 5.36352 -3.37034
C 2.03687 3.70825 -2.82819
C 2.16975 3.75659 -1.44424
C 1.65014 2.72905 -0.69071
N 1.03437 1.67324 -1.24327
C 0.90259 1.62160 -2.57389
C 1.38671 2.61892 -3.39552
H 2.15086 5.92431 -5.29429
H 0.86606 4.89076 -4.76474
H 2.67564 4.58695 -0.97266
H 1.70790 2.74591 0.39065
H 0.37204 0.76905 -2.97723
H 1.26215 2.53408 -4.46665
*
```

## Properties
Frontier orbital gap   6.025 eV
ΔE to the lowest compared entry with this formula, charge and spin   4.9 kcal per mole
F_max   0.20 eV/A
HOMO energy   -10.152 eV